No. 1
Formula: C4H10N2O2
Source: the Open Molecules 2025 dataset
Level of theory: ωB97M-V/def2-TZVPD

Last column: Mulliken charge in e.
CARTESIAN COORDINATES (ANGSTROEM)
H  -0.251  0.422  -1.802  0.325
N  -0.742  -0.368  -1.389  -0.636
C  -0.066  -1.001  -0.546  0.697
C  -0.552  -2.241  0.132  -1.199
O  1.413  -0.938  -0.420  -0.112
N  2.111  -0.032  -1.227  -0.589
H  -0.219  -2.238  1.168  0.325
H  -0.138  -3.116  -0.364  0.316
H  -1.636  -2.283  0.081  0.330
H  2.115  0.869  -0.741  0.256
H  3.060  -0.394  -1.292  0.252
C  -1.182  1.962  0.611  -1.160
C  -0.129  1.146  1.282  0.357
O  1.067  1.362  1.197  -0.544
H  -1.863  2.385  1.346  0.354
H  -0.744  2.748  -0.001  0.314
H  -1.739  1.301  -0.061  0.364
H  -0.505  0.416  2.026  0.352

Calculated values
**HOMO-LUMO gap**: 10.17 eV
**Structure (SMILES)**: [H]/N=C(/C)ON.CC=O
**Energy**: -11382.82603 eV
**Energy relative to the best compared isomer or geometry (same formula, charge and spin)**: 4.077 eV
**HOMO**: -9.251 eV

=====

No. 2
Formula: C5H8O
Source: the Open Molecules 2025 dataset
Level of theory: ωB97M-V/def2-TZVPD

Last column: Mulliken charge in e.
CARTESIAN COORDINATES (ANGSTROEM)
C  0.597  -1.313  -0.932  -1.177
C  0.735  0.043  -0.297  -0.224
C  -0.630  1.530  -0.155  -0.248
C  -1.316  0.418  0.669  -0.595
C  0.145  0.356  1.080  -0.102
O  0.241  1.803  0.944  -0.359
H  -0.432  -1.684  -0.909  0.274
H  0.938  -1.307  -1.972  0.357
H  1.217  -2.040  -0.387  0.323
H  1.714  0.516  -0.428  0.510
H  0.009  1.121  -1.065  0.349
H  -1.773  -0.432  0.158  0.199
H  -1.985  0.853  1.413  0.252
H  0.559  -0.069  2.012  0.443

Calculated values
**HOMO-LUMO gap**: 8.90 eV
**Energy**: -7356.45803 eV
**Energy relative to the best compared isomer or geometry (same formula, charge and spin)**: 5.797 eV
**HOMO**: -7.905 eV

=====

No. 3
Formula: C2H4NO2
Source: the Open Molecules 2025 dataset
Level of theory: ωB97M-V/def2-TZVPD

Last column: Mulliken charge in e.
CARTESIAN COORDINATES (ANGSTROEM)
O  -0.603  -0.729  -2.215  -0.642
C  0.134  -0.283  -1.316  0.177
N  0.144  -0.767  -0.067  -0.250
C  0.069  0.372  1.016  -0.377
O  -0.110  0.049  2.271  -0.790
H  0.645  0.665  -1.375  0.306
H  -0.609  -1.347  0.218  0.228
H  1.043  0.956  0.837  0.155
H  -0.714  1.084  0.631  0.193

Calculated values
**HOMO-LUMO gap**: 7.30 eV
**Structure (SMILES)**: O=CNC[O-]
**Energy**: -7723.80739 eV
**Energy relative to the best compared isomer or geometry (same formula, charge and spin)**: 1.805 eV
**Charge**: -1
**HOMO**: -2.918 eV

=====

Number 1: LUMO 0.917 eV. Number 2: LUMO 0.996 eV. Number 3: LUMO 4.384 eV.